1.
{"formula": "C3H2ClN3", "method": "the ωB97M-V functional and the def2-TZVPD basis", "symbols": ["C", "C", "C", "H", "H", "N", "N", "N", "Cl"], "xyz": [[-0.054, 0.946, -0.073], [-0.114, 0.271, 1.168], [0.352, -0.985, -1.015], [-0.291, 0.819, 1.998], [0.589, -1.586, -1.791], [-0.340, -1.004, 1.251], [-0.108, -1.589, -0.027], [0.121, 0.441, -1.216], [-0.154, 2.687, -0.295]], "smiles": "Clc1cnncn1", "e_above_lowest_kcal_mol": 31.8, "charge": 0, "lumo_energy_ev": -0.7, "orbital_gap_ev": 9.470, "e_homo_ev": -10.13}

---

2.
{"formula": "C3H2ClNO", "method": "the ωB97M-V functional and the def2-TZVPD basis", "symbols": ["C", "C", "C", "N", "O", "Cl", "H", "H"], "xyz": [[-0.306, 0.905, -0.027], [-1.023, -0.468, 0.025], [1.070, -0.173, -0.081], [-0.014, -1.287, 0.061], [-0.495, 2.064, 0.083], [-2.594, -0.775, 0.036], [1.658, -0.254, -0.978], [1.704, -0.013, 0.880]], "smiles": "O=C1CN=C1Cl", "e_above_lowest_kcal_mol": 37.7, "charge": 0, "lumo_energy_ev": -0.3, "orbital_gap_ev": 9.789, "e_homo_ev": -10.08}

---

3.
{"formula": "C3H2ClNO", "method": "the ωB97M-V functional and the def2-TZVPD basis", "symbols": ["C", "C", "C", "N", "O", "Cl", "H", "H"], "xyz": [[0.631, -0.962, 0.227], [-0.428, -0.395, -0.539], [-0.572, -2.269, -1.662], [-1.025, -1.137, -1.498], [1.191, -2.111, 0.149], [0.018, -3.757, -1.868], [0.901, -0.191, 0.978], [-0.864, 0.589, -0.522]], "e_above_lowest_kcal_mol": 82.6, "charge": 0, "lumo_energy_ev": -0.5, "orbital_gap_ev": 7.548, "e_homo_ev": -8.02}

---

4.
{"formula": "C3H2ClNO", "method": "the ωB97M-V functional and the def2-TZVPD basis", "symbols": ["C", "C", "C", "N", "O", "Cl", "H", "H"], "xyz": [[-1.558, -0.357, -0.001], [-0.918, 0.771, 0.002], [1.363, -0.451, -0.028], [0.054, -0.210, 0.173], [1.945, -1.485, -0.071], [2.232, 1.115, -0.023], [-2.164, -1.217, 0.046], [-0.954, 1.834, -0.097]], "smiles": "O=C(Cl)N1C=C1", "e_above_lowest_kcal_mol": 79.0, "charge": 0, "lumo_energy_ev": 0.5, "orbital_gap_ev": 9.463, "e_homo_ev": -8.93}

---

5.
{"formula": "C3H2ClNO", "method": "the ωB97M-V functional and the def2-TZVPD basis", "symbols": ["C", "C", "C", "N", "O", "Cl", "H", "H"], "xyz": [[-0.622, 0.618, -0.285], [1.452, -0.133, 0.444], [-1.448, -0.428, -0.274], [1.210, -1.344, 0.535], [0.584, 0.863, 0.120], [-2.573, -1.544, -0.486], [-1.002, 1.654, -0.472], [2.399, 0.315, 0.417]], "e_above_lowest_kcal_mol": 131.3, "charge": 0, "lumo_energy_ev": [-1.8, -1.8], "orbital_gap_ev": [6.432, 6.434], "e_homo_ev": [-8.19, -8.19]}

---

6.
{"formula": "C3H2ClNOS", "method": "the ωB97M-V functional and the def2-TZVPD basis", "symbols": ["C", "C", "C", "N", "O", "S", "Cl", "H", "H"], "xyz": [[0.079, -1.124, 1.258], [-0.311, 0.608, -0.713], [0.354, 0.041, 0.497], [0.438, 0.761, -1.701], [1.317, 0.680, 0.818], [-0.774, -2.308, 0.592], [-1.921, 1.387, -0.370], [0.636, -1.274, 2.178], [0.181, 1.229, -2.559]], "smiles": "[H]/N=C(\\Cl)C(=O)C=S", "e_above_lowest_kcal_mol": 36.1, "charge": 0, "lumo_energy_ev": -1.8, "orbital_gap_ev": 7.904, "e_homo_ev": -9.70}

---

7.
{"formula": "C3H2ClNOS2", "method": "the ωB97M-V functional and the def2-TZVPD basis", "symbols": ["C", "C", "C", "N", "O", "S", "S", "Cl", "H", "H"], "xyz": [[0.423, -0.423, 0.530], [-0.154, -0.320, -0.669], [1.108, -2.466, -0.167], [1.047, -1.645, 0.741], [0.723, -1.671, -2.805], [0.048, -5.192, 0.731], [-0.018, -1.901, -1.579], [-1.574, -4.734, -0.325], [0.476, 0.313, 1.315], [-0.719, 0.504, -1.067]], "e_above_lowest_kcal_mol": 151.0, "charge": 0, "lumo_energy_ev": [-3.3, -3.3], "orbital_gap_ev": [5.138, 5.134], "e_homo_ev": [-8.43, -8.43]}

---

8.
{"formula": "C3H2ClNOS2", "method": "the ωB97M-V functional and the def2-TZVPD basis", "symbols": ["C", "C", "C", "N", "O", "S", "S", "Cl", "H", "H"], "xyz": [[0.795, -0.784, -0.477], [0.251, 0.501, -0.255], [-1.367, -2.031, 0.361], [-0.949, 0.982, -0.509], [1.220, 1.370, 0.185], [-2.160, -0.742, 0.715], [-0.040, -2.273, -0.675], [-1.250, 2.660, -0.187], [1.709, -0.820, -0.059], [1.791, 1.137, 0.902]], "e_above_lowest_kcal_mol": 112.1, "charge": 0, "lumo_energy_ev": [-1.3, -1.3], "orbital_gap_ev": [7.059, 7.055], "e_homo_ev": [-8.41, -8.40]}

---

9.
{"formula": "C3H2ClNS", "method": "the ωB97M-V functional and the def2-TZVPD basis", "symbols": ["C", "C", "C", "N", "S", "Cl", "H", "H"], "xyz": [[0.953, -2.441, -3.393], [0.637, -0.729, 0.288], [0.048, -1.415, -0.642], [1.044, -3.589, -3.598], [0.740, -0.862, -2.879], [-1.284, -2.309, -0.742], [0.402, -0.816, 1.421], [1.361, 0.071, -0.046]], "e_above_lowest_kcal_mol": 67.5, "charge": 0, "lumo_energy_ev": -1.5, "orbital_gap_ev": 8.142, "e_homo_ev": -9.67}

---

10.
{"formula": "C3H2ClO3", "method": "the ωB97M-V functional and the def2-TZVPD basis", "symbols": ["C", "C", "C", "O", "O", "O", "Cl", "H", "H"], "xyz": [[-1.180, -0.997, -0.220], [1.196, 0.364, 0.031], [-0.257, 0.336, 0.124], [-2.349, -0.866, -0.293], [-0.420, -1.941, -0.305], [0.549, 0.364, 1.266], [-1.031, 1.971, -0.382], [1.811, -0.470, -0.158], [1.681, 1.240, -0.062]], "smiles": "O=C([O-])[C@]1(Cl)CO1", "e_above_lowest_kcal_mol": 11.6, "charge": -1, "lumo_energy_ev": 3.8, "orbital_gap_ev": 8.353, "e_homo_ev": -4.59}

---

11.
{"formula": "C3H2CoO4", "method": "the ωB97M-V functional and the def2-TZVPD basis", "symbols": ["O", "C", "Co", "C", "C", "O", "O", "O", "H", "H"], "xyz": [[0.295, -0.008, -3.620], [0.351, -0.271, -2.384], [0.061, -0.149, 0.361], [-1.640, 0.246, -0.142], [0.595, 1.558, 0.034], [-2.770, 0.417, -0.302], [1.014, 2.632, -0.002], [0.540, -1.124, 1.933], [0.119, -2.043, 2.013], [1.436, -1.258, 2.110]], "e_above_lowest_kcal_mol": 0.0, "charge": 2, "lumo_energy_ev": [-10.7, -13.4], "spin_multiplicity": 4, "orbital_gap_ev": [11.998, 9.377], "e_homo_ev": [-22.68, -22.81], "s2": 3.76}

---

12.
{"formula": "C3H2CuO4", "method": "the ωB97M-V functional and the def2-TZVPD basis", "symbols": ["H", "C", "C", "O", "C", "O", "O", "Cu", "O", "H"], "xyz": [[0.175, 1.181, -2.070], [0.093, 0.116, -1.628], [-0.663, 0.603, -0.438], [-0.008, 0.192, 0.615], [-0.549, 0.031, 2.001], [-1.597, 0.591, 2.253], [0.221, -0.712, 2.608], [1.779, -1.038, 0.353], [1.245, -0.578, -1.447], [-0.695, -0.387, -2.247]], "e_above_lowest_kcal_mol": 39.8, "charge": -1, "lumo_energy_ev": 2.8, "orbital_gap_ev": 6.730, "e_homo_ev": -3.94}

---

13.
{"formula": "C3H2DyLiO2", "method": "the ωB97M-V functional and the def2-TZVPD basis", "symbols": ["C", "C", "H", "H", "O", "C", "O", "Li", "Dy"], "xyz": [[-2.019, -1.301, 0.484], [-2.204, -0.122, 0.274], [-1.822, -2.309, 0.817], [-2.482, 0.878, -0.023], [2.141, 1.175, 0.417], [1.587, 1.473, -0.669], [0.822, 0.823, -1.355], [-0.226, -0.715, -1.105], [4.203, 0.098, 1.160]], "charge": 3, "lumo_energy_ev": [-16.0, -16.0], "spin_multiplicity": 7, "orbital_gap_ev": [4.853, 4.832], "e_homo_ev": [-20.82, -20.82], "s2": 12.01}

---

14.
{"formula": "C3H2DyO3", "method": "the ωB97M-V functional and the def2-TZVPD basis", "symbols": ["O", "O", "O", "C", "C", "C", "H", "Dy", "H"], "xyz": [[-0.876, 1.303, 0.239], [-0.159, -0.570, -0.525], [1.312, 1.110, -0.232], [-1.957, 0.366, 0.526], [-1.380, -0.805, 0.157], [0.157, 0.677, -0.264], [2.716, -1.643, 0.383], [3.707, 0.185, 0.108], [-1.809, -1.786, -0.028]], "charge": 0, "lumo_energy_ev": [-1.2, -2.3], "spin_multiplicity": 7, "orbital_gap_ev": [5.808, 4.674], "e_homo_ev": [-7.00, -7.00], "s2": 12.06}

---

15.
{"formula": "C3H2EuO3", "method": "the ωB97M-V functional and the def2-TZVPD basis", "symbols": ["C", "C", "O", "C", "O", "O", "Eu", "H", "H"], "xyz": [[-2.903, -0.865, -0.002], [-3.060, 0.560, -0.027], [-1.928, 1.150, -0.031], [-0.606, 0.039, 0.015], [-1.159, -1.080, 0.021], [0.532, 0.403, 0.011], [3.143, -0.021, 0.018], [-3.249, -1.354, -0.921], [-3.275, -1.332, 0.917]], "e_above_lowest_kcal_mol": 75.0, "charge": 2, "lumo_energy_ev": [-10.2, -10.0], "spin_multiplicity": 8, "orbital_gap_ev": [5.669, 5.922], "e_homo_ev": [-15.88, -15.88], "s2": 15.76}

---

16.
{"formula": "C3H2F2N2S", "method": "the ωB97M-V functional and the def2-TZVPD basis", "symbols": ["C", "C", "C", "N", "N", "F", "F", "S", "H", "H"], "xyz": [[-2.069, 0.008, -0.065], [0.604, -0.120, 0.521], [1.534, 0.798, -0.067], [0.260, -1.213, 0.204], [-0.448, -2.189, 0.255], [1.495, 2.053, 0.544], [1.192, 1.114, -1.336], [-2.169, -1.620, -0.100], [-3.059, 0.449, 0.095], [2.660, 0.721, -0.052]], "e_above_lowest_kcal_mol": 132.4, "charge": 0, "lumo_energy_ev": -0.8, "orbital_gap_ev": 8.717, "e_homo_ev": -9.55}

---

17.
{"formula": "C3H2F2O", "method": "the ωB97M-V functional and the def2-TZVPD basis", "symbols": ["C", "C", "C", "O", "F", "F", "H", "H"], "xyz": [[0.687, -0.010, 0.019], [2.000, -0.027, 0.140], [3.307, -0.036, 0.004], [-0.321, 0.185, 0.921], [4.077, -1.121, -0.012], [4.046, 1.031, -0.312], [0.312, -0.170, -0.992], [-1.165, -0.097, 0.567]], "smiles": "OC=C=C(F)F", "e_above_lowest_kcal_mol": 38.9, "charge": 0, "lumo_energy_ev": 0.5, "orbital_gap_ev": 10.298, "e_homo_ev": -9.85}

---

18.
{"formula": "C3H2F2O", "method": "the ωB97M-V functional and the def2-TZVPD basis", "symbols": ["C", "C", "C", "O", "F", "F", "H", "H"], "xyz": [[1.880, -1.080, -0.007], [0.779, -0.544, -0.070], [-0.585, -0.032, -0.183], [-0.739, 1.745, 0.020], [-1.189, -0.209, -1.310], [-1.477, -0.392, 0.738], [2.854, -1.303, 0.136], [-1.523, 1.814, 0.677]], "e_above_lowest_kcal_mol": 70.3, "charge": 0, "lumo_energy_ev": 0.2, "orbital_gap_ev": 11.078, "e_homo_ev": -10.89}

---

19.
{"formula": "C3H2F2O", "method": "the ωB97M-V functional and the def2-TZVPD basis", "symbols": ["C", "C", "C", "O", "F", "F", "H", "H"], "xyz": [[1.689, 1.025, -0.048], [0.687, 0.423, -0.276], [-0.653, -0.010, -0.105], [-0.577, -1.768, -0.297], [-1.119, 0.137, 1.152], [-1.577, 0.376, -0.948], [2.543, 1.740, 0.016], [-0.992, -1.923, 0.506]], "smiles": "C#CC(O)(F)F", "e_above_lowest_kcal_mol": 64.1, "charge": 0, "lumo_energy_ev": 0.7, "orbital_gap_ev": 11.624, "e_homo_ev": -10.94}

---

20.
{"formula": "C3H2F2O2", "method": "the ωB97M-V functional and the def2-TZVPD basis", "symbols": ["C", "C", "C", "H", "H", "O", "O", "F", "F"], "xyz": [[1.184, -0.025, 0.018], [0.046, -0.837, 0.430], [-1.179, -0.138, 0.171], [2.904, 0.152, -0.410], [-0.073, -1.993, 0.369], [2.427, -0.695, -0.246], [1.137, 1.137, 0.144], [-1.203, 1.199, -0.095], [-2.314, -0.720, -0.222]], "smiles": "O=C(O)C=C(F)F", "e_above_lowest_kcal_mol": 34.2, "charge": 0, "lumo_energy_ev": -0.1, "orbital_gap_ev": 10.280, "e_homo_ev": -10.41}